[1]
Here is 3 unconnected molecules or ions with the total composition C33H56F9N4O4 at a distorted geometry from the Open Molecules 2025 dataset. Energies are from the ωB97M-V functional and the def2-TZVPD basis.

Atoms and positions in Å:
C  4.8061  -1.4585  -0.7629
C  3.8066  -0.9112  -1.1079
C  2.5835  -0.1077  -1.5659
N  1.2990  -0.5589  -0.9960
C  0.9791  0.0220  0.3239
C  1.7679  -0.5803  1.5334
O  1.4841  0.2350  2.6936
C  0.2655  -0.0755  3.2586
O  -0.5553  -0.8302  2.7942
C  -0.0911  0.6597  4.6017
C  -1.2767  1.7009  4.4129
C  0.2000  -0.4636  -1.9397
N  -0.3604  0.7126  -2.4959
C  -1.1118  1.5752  -1.5708
N  -2.2017  2.2479  -2.3298
C  0.4637  1.4123  -3.5066
C  1.3381  2.6309  -2.9907
C  2.7046  2.6038  -3.8259
C  3.2226  4.0375  -4.2089
C  3.6741  4.8616  -2.9234
N  -0.2875  -1.6166  -2.3083
C  0.3189  -2.8863  -1.7896
C  -0.1707  -3.2641  -0.3433
C  0.0284  -4.8306  -0.2085
F  1.3431  -5.0686  -0.6492
F  -0.7949  -5.5590  -1.0388
C  -0.0339  -5.3506  1.2730
F  0.4549  -6.6522  1.2683
F  0.8344  -4.6295  2.0558
C  -1.4670  -5.3079  1.9481
F  -1.4197  -4.2926  2.8943
F  -2.4934  -4.9786  1.0960
C  -1.8644  -6.6221  2.7277
F  -2.0507  -7.6990  1.9288
F  -0.9520  -6.8674  3.7135
F  -3.0609  -6.4083  3.3686
C  -1.4209  -1.7879  -3.2387
C  -0.9753  -2.4182  -4.6468
C  -2.5828  -2.6847  -2.6022
C  -3.2602  -1.8021  -1.4790
H  5.8519  -1.7944  -0.6246
H  2.5151  -0.2606  -2.6826
H  2.7520  0.9811  -1.3635
H  1.2172  1.1336  0.2951
H  -0.1394  -0.0234  0.4571
H  1.5207  -1.6422  1.7823
H  2.8842  -0.5254  1.3929
H  0.8044  1.0949  5.1071
H  -0.5110  -0.1372  5.2809
H  -0.8288  2.6026  3.9044
H  -1.7556  1.9744  5.3867
H  -2.0688  1.3188  3.7167
H  -1.6163  0.9071  -0.8114
H  -0.5007  2.3039  -0.9691
H  -1.8392  3.1849  -2.5349
H  -2.9815  2.3018  -1.6727
H  1.1193  0.6431  -4.0072
H  -0.2365  1.8155  -4.2920
H  0.7973  3.5738  -3.2794
H  1.5233  2.6427  -1.8881
H  3.4976  2.0281  -3.2774
H  2.5185  2.0550  -4.7920
H  2.5193  4.6209  -4.8577
H  4.1570  3.8834  -4.8200
H  2.7848  5.3376  -2.4420
H  4.4194  5.6196  -3.2867
H  4.2283  4.1489  -2.2621
H  1.4352  -2.8934  -1.9063
H  -0.0310  -3.7188  -2.4662
H  -1.2560  -3.0790  -0.1556
H  0.5084  -2.8176  0.4213
H  -1.9435  -0.8358  -3.5140
H  -1.0584  -3.5352  -4.5403
H  0.0900  -2.1197  -4.8709
H  -1.6525  -2.0012  -5.4274
H  -3.3532  -2.7911  -3.4189
H  -2.2239  -3.6830  -2.2568
H  -3.8344  -0.9310  -1.9060
H  -3.8875  -2.3726  -0.7515
H  -2.4360  -1.3215  -0.8662
C  3.9440  -2.5963  6.2952
C  4.0825  -1.8023  7.5800
C  3.5416  -0.4446  7.1698
O  2.5548  -0.6816  6.1555
C  2.6500  -2.0453  5.7241
H  3.9166  -3.6757  6.4461
H  4.7772  -2.3657  5.6246
H  3.4473  -2.2389  8.3561
H  5.1027  -1.7565  7.9611
H  4.3274  0.1819  6.7348
H  3.0880  0.0955  8.0028
H  1.7812  -2.5839  6.1181
H  2.6202  -2.0878  4.6325
C  -4.7294  7.0111  -1.9415
C  -5.7245  5.9324  -1.5578
C  -5.2363  4.7495  -2.3742
O  -3.8151  4.8991  -2.5120
C  -3.4436  6.2171  -2.0810
H  -4.6536  7.8182  -1.2130
H  -5.0069  7.4458  -2.9060
H  -5.6381  5.7112  -0.4899
H  -6.7610  6.1954  -1.7682
H  -5.6730  4.7514  -3.3778
H  -5.4596  3.7914  -1.8997
H  -2.9289  6.1234  -1.1182
H  -2.7537  6.6580  -2.8029

Forces on the atoms, in the same order (eV/Å):
C 2.3 -0.5 0.0
C -2.5 1.4 -0.5
C 1.0 -0.7 -0.6
N -0.4 0.2 -0.2
C -0.4 1.1 0.1
C 0.5 -0.1 -0.2
O -1.2 -0.9 0.1
C -0.9 1.1 1.7
O 0.9 0.0 -0.6
C -0.4 -0.4 0.2
C 0.8 0.2 -0.9
C 0.3 0.0 0.1
N 0.8 -0.5 0.8
C -1.4 -0.3 0.8
N 1.5 -0.3 1.0
C 0.2 0.4 -0.3
C 0.5 -0.2 -1.3
C -0.7 0.6 -0.3
C 1.2 -0.3 0.6
C 0.0 -0.5 -1.4
N 0.4 0.2 0.3
C -0.3 -1.4 -0.4
C 0.4 -1.3 -0.2
C 1.3 1.1 -0.6
F -1.4 -0.1 0.6
F 0.7 0.7 1.0
C 0.8 -1.1 -0.1
F -0.9 1.5 0.0
F -0.9 -0.5 -1.0
C -0.5 1.0 1.2
F -0.2 -1.3 -1.1
F 1.3 -0.5 0.4
C -1.1 -0.5 1.3
F 0.7 1.3 0.7
F -0.8 0.1 -1.6
F 1.4 0.0 -0.9
C -2.0 -1.0 -1.9
C 0.5 0.2 1.4
C -0.3 1.7 -0.1
C 0.8 0.2 0.5
H -1.5 0.1 0.1
H 0.2 0.3 1.1
H 0.0 -0.9 -0.2
H -0.1 -1.0 0.2
H 1.2 -0.3 0.3
H 0.0 0.9 -0.4
H -1.2 0.1 0.0
H -0.8 -0.3 -0.6
H 0.7 0.6 -0.8
H -0.7 -0.6 0.7
H 0.6 -0.2 -0.9
H 0.7 0.1 0.8
H 0.6 0.5 -0.8
H -0.2 -0.7 -0.8
H -1.0 -0.2 0.0
H 0.1 0.6 -0.6
H -0.7 0.8 0.5
H 0.6 -0.6 0.7
H 0.5 -0.8 0.5
H -0.2 -0.1 -0.9
H -0.6 0.6 -0.4
H 0.1 0.4 0.9
H 0.4 -0.6 0.7
H -0.9 0.1 0.4
H 1.0 -0.4 -0.1
H -0.9 -0.4 0.7
H -0.6 0.7 -0.2
H -1.2 0.4 0.4
H 0.2 1.1 0.5
H 1.0 0.3 -0.2
H -0.9 -0.2 -0.5
H 1.1 -0.4 0.9
H 0.2 1.1 -0.6
H -1.1 -0.4 0.0
H 0.5 -0.6 0.6
H 1.0 -0.3 0.7
H -0.4 0.8 -0.3
H 0.4 -1.1 0.3
H 0.4 0.4 -0.8
H -0.9 -0.5 -0.4
C 0.2 -0.1 -0.3
C -0.1 -0.1 0.3
C 0.1 0.3 -0.1
O 0.1 -0.2 0.0
C -0.3 0.0 0.1
H 0.0 0.0 0.0
H 0.0 0.0 0.0
H 0.1 0.0 0.0
H 0.0 0.0 0.0
H 0.0 0.0 0.1
H -0.1 0.0 -0.1
H 0.0 -0.1 -0.1
H 0.0 0.1 0.0
C 0.0 0.2 -0.2
C -0.1 -0.1 0.3
C 0.0 -0.1 -0.3
O -0.1 0.2 0.1
C 0.2 -0.1 0.1
H 0.0 0.0 0.0
H 0.0 0.0 0.1
H 0.0 0.0 0.0
H 0.1 0.0 0.0
H -0.1 0.0 0.0
H 0.1 0.0 0.0
H 0.0 0.1 0.0
H 0.0 -0.1 0.0

Calculated values
- Net charge: +1

Atom charges from the Mulliken analysis, given in e for atoms 1 to 2:
1 C 0.166
2 C -1.736



[2]
Here is 11 unconnected molecules or ions with the total composition C33H56N10O2 from the Open Molecules 2025 dataset. Energies are from the ωB97M-V functional and the def2-TZVPD basis.

Atoms and positions in Å:
C  -1.6206  1.8437  -0.0132
C  -1.3184  1.7014  -1.2953
C  -0.2992  0.7527  -1.8781
O  -0.8743  -0.4571  -2.4098
C  -1.9797  -0.9190  -1.6541
C  0.8934  0.3439  -1.0093
C  1.6196  1.4811  -0.2962
C  2.1355  1.0877  1.0887
C  1.0213  0.9219  2.1159
C  1.5065  0.4146  3.4700
C  2.0604  -1.0144  3.4754
C  1.0899  -2.1037  2.9890
C  0.3473  -2.8307  4.1201
O  1.8491  -0.2726  -1.8738
C  1.8180  -1.6903  -1.9413
H  -1.2861  1.1514  0.7501
H  -2.1884  2.6964  0.3344
H  -1.8345  2.3213  -2.0228
H  0.1160  1.2791  -2.7434
H  -1.7877  -0.8881  -0.5795
H  -2.8923  -0.3697  -1.8964
H  -2.1336  -1.9623  -1.9290
H  0.5697  -0.4096  -0.2803
H  1.0112  2.3830  -0.2247
H  2.4685  1.7286  -0.9341
H  2.7550  0.1889  1.0153
H  2.7870  1.8970  1.4364
H  0.5191  1.8852  2.2438
H  0.2602  0.2389  1.7269
H  0.6834  0.4630  4.1841
H  2.2940  1.0844  3.8331
H  2.3246  -1.2456  4.5103
H  2.9948  -1.0551  2.9115
H  0.3504  -1.6888  2.3018
H  1.6481  -2.8345  2.4022
H  0.8749  -2.7286  5.0692
H  -0.6579  -2.4349  4.2674
H  0.2369  -3.8926  3.9029
H  1.9568  -1.9848  -2.9823
H  2.6226  -2.1225  -1.3422
H  0.8615  -2.0923  -1.6129
C  5.2799  2.0582  -0.6123
C  6.0095  2.3261  0.6217
N  6.5814  2.5337  1.5944
H  4.7908  2.9674  -0.9578
H  5.9646  1.7081  -1.3826
H  4.5260  1.2938  -0.4361
C  0.6073  1.0032  -6.0736
C  0.5206  2.4375  -6.3198
N  0.4712  3.5673  -6.5172
H  0.6062  0.8105  -5.0011
H  -0.2416  0.4947  -6.5264
H  1.5235  0.6118  -6.5122
C  -5.5070  -0.0103  -4.5481
C  -6.0221  -0.2198  -3.1999
N  -6.4113  -0.3856  -2.1329
H  -5.4429  1.0555  -4.7590
H  -4.5184  -0.4591  -4.6373
H  -6.1674  -0.4801  -5.2744
C  1.6432  2.2835  7.1240
C  0.7310  1.1724  6.8860
N  0.0108  0.2940  6.7164
H  1.6697  2.5076  8.1894
H  2.6440  2.0178  6.7882
H  1.3062  3.1624  6.5775
C  3.9251  2.6751  -8.8455
C  3.1153  1.5118  -9.1886
N  2.4677  0.5997  -9.4468
H  3.7394  2.9618  -7.8118
H  4.9808  2.4435  -8.9726
H  3.6615  3.5104  -9.4913
C  -5.6905  4.0452  1.3133
C  -4.3926  3.8343  1.9440
N  -3.3673  3.6646  2.4311
H  -6.4286  4.3163  2.0657
H  -5.6188  4.8469  0.5807
H  -6.0104  3.1333  0.8119
C  4.2894  -4.4601  -4.1132
C  3.6035  -4.6975  -2.8485
N  3.0564  -4.8761  -1.8560
H  4.4604  -3.3930  -4.2447
H  5.2469  -4.9772  -4.1196
H  3.6819  -4.8262  -4.9387
C  -3.3813  -4.9778  -2.8460
C  -3.4791  -4.1601  -4.0499
N  -3.5541  -3.5077  -4.9913
H  -2.4907  -5.6015  -2.8930
H  -3.3192  -4.3386  -1.9667
H  -4.2595  -5.6145  -2.7590
C  -3.4366  -0.4493  2.5793
C  -2.6782  -1.6263  2.1719
N  -2.0640  -2.5403  1.8472
H  -3.9894  -0.6413  3.4963
H  -2.7548  0.3850  2.7417
H  -4.1371  -0.1871  1.7872
C  -1.8187  -0.3847  10.3432
C  -0.6595  0.4201  10.7094
N  0.2549  1.0576  10.9816
H  -2.4688  -0.5141  11.2063
H  -2.3703  0.1106  9.5465
H  -1.4925  -1.3605  9.9887

Forces on the atoms, in the same order (eV/Å):
C 0.0 0.1 0.0
C 0.0 -0.1 0.1
C -0.2 -0.2 -0.2
O -0.2 0.5 0.0
C 0.1 -0.5 -0.2
C 0.0 0.0 0.1
C 0.1 0.0 -0.1
C -0.1 0.4 -0.1
C 0.1 -0.1 0.0
C 0.0 -0.1 -0.1
C -0.1 0.0 0.1
C 0.1 -0.1 0.0
C -0.1 0.1 0.0
O 0.0 -0.1 0.0
C 0.0 0.0 0.0
H 0.3 0.2 0.0
H -0.4 -0.2 0.0
H 0.3 0.3 0.0
H 0.1 -0.1 0.0
H -0.1 0.0 0.0
H 0.0 0.1 0.2
H 0.1 0.0 -0.1
H -0.1 0.1 0.0
H -0.1 -0.1 0.1
H 0.0 0.1 -0.1
H -0.1 -0.1 0.0
H 0.1 -0.1 0.1
H 0.0 0.0 0.0
H 0.0 0.0 0.1
H 0.0 0.1 0.0
H -0.1 0.1 0.1
H 0.2 0.0 0.0
H 0.0 0.0 -0.1
H 0.1 0.0 0.0
H 0.0 0.0 0.0
H 0.1 -0.1 0.0
H 0.0 0.0 0.0
H 0.0 0.0 0.0
H 0.0 0.0 0.0
H 0.0 0.0 0.1
H 0.0 0.0 0.0
C 0.0 0.0 0.0
C 0.0 0.0 0.0
N 0.0 0.0 0.0
H 0.0 0.0 0.0
H 0.0 0.0 0.0
H 0.0 0.0 0.0
C 0.0 0.0 0.1
C 0.1 0.0 0.0
N 0.0 0.0 0.0
H 0.0 0.0 0.0
H 0.0 0.0 0.0
H 0.0 0.0 0.0
C 0.0 0.0 0.0
C 0.1 0.0 0.0
N 0.0 0.0 0.0
H 0.0 0.0 0.0
H 0.0 0.0 0.0
H 0.0 0.0 0.0
C 0.0 0.0 0.0
C -0.1 -0.1 0.1
N 0.0 0.1 0.0
H 0.0 0.0 0.0
H 0.0 0.0 0.0
H 0.0 0.0 0.0
C 0.0 0.0 0.0
C -0.1 0.0 0.0
N 0.0 0.0 0.1
H 0.0 0.0 0.0
H 0.0 0.0 0.0
H 0.0 0.0 0.0
C 0.0 0.0 0.0
C 0.0 0.0 0.0
N 0.0 0.0 0.0
H 0.0 0.0 0.0
H 0.0 0.0 0.0
H 0.0 0.0 0.0
C 0.0 0.0 0.0
C 0.0 0.0 0.0
N 0.0 0.0 0.0
H 0.0 0.0 0.0
H 0.0 0.0 0.0
H 0.0 0.0 0.0
C 0.0 0.0 0.0
C 0.0 0.1 0.0
N 0.0 0.0 0.0
H 0.0 0.0 0.0
H 0.0 0.0 0.0
H 0.0 0.0 0.0
C 0.0 0.1 -0.1
C 0.0 0.0 0.1
N -0.1 0.0 -0.1
H 0.0 -0.1 0.0
H 0.0 0.0 0.0
H 0.0 0.0 0.0
C 0.0 0.0 0.0
C 0.0 0.0 -0.1
N 0.0 0.0 0.0
H 0.0 0.0 0.0
H 0.0 0.0 0.0
H 0.0 0.0 0.0

Calculated values
- Net charge: 0
- SMILES: C=C[C@H](OC)[C@H](CCCCCCC)OC.CC#N.CC#N.CC#N.CC#N.CC#N.CC#N.CC#N.CC#N.CC#N.CC#N

Atom charges from the Mulliken analysis, given in e for atoms 1 to 2:
1 C -0.355
2 C -0.607



Number 1: total energy -73726.6295 eV. Number 2: total energy -54120.5584 eV.